No. 1
This record from OMol25 describes a molecular structure, C24H23F4N5OTa. The level of theory is wB97M-V/def2-TZVPD.

Properties
F_max	0.0356	hartree/bohr
total charge	+3

Each line ends with the Mulliken charge.
Geometry (Å):
Ta (-0.196, 0.283, -0.506)  1.790
C (1.404, 2.275, -2.405)  -0.826
N (0.512, 2.316, -1.210)  -0.058
C (1.195, 3.010, -0.078)  -0.442
C (-0.754, 3.015, -1.551)  -0.946
C (-1.742, 2.889, -0.422)  -0.836
N (-1.602, 1.543, 0.174)  0.419
C (-2.346, 1.299, 1.346)  -0.309
C (-1.820, 0.342, 2.180)  0.414
F (-0.650, -0.249, 1.688)  -0.325
C (-2.339, -0.006, 3.401)  -0.101
F (-1.735, -0.923, 4.132)  -0.246
C (-3.498, 0.626, 3.818)  -0.405
C (-4.085, 1.563, 2.981)  0.122
F (-5.206, 2.150, 3.327)  -0.236
C (-3.529, 1.906, 1.750)  0.458
F (-4.166, 2.763, 0.962)  -0.282
H (1.647, 3.293, -2.713)  0.414
H (0.903, 1.773, -3.236)  0.407
H (2.323, 1.750, -2.155)  0.235
H (1.472, 4.015, -0.402)  0.473
H (2.095, 2.467, 0.193)  -0.084
H (0.539, 3.083, 0.786)  0.289
H (-1.140, 2.557, -2.468)  0.389
H (-0.578, 4.071, -1.768)  0.408
H (-2.738, 3.024, -0.845)  0.517
H (-1.630, 3.647, 0.354)  0.501
H (-3.940, 0.393, 4.779)  0.559
C (-0.032, -4.256, -0.273)  -1.610
C (-0.417, -2.829, -0.342)  1.309
N (0.414, -1.836, -0.309)  0.908
N (1.756, -2.104, -0.184)  -1.284
C (2.439, -1.020, -0.223)  0.431
O (1.693, 0.159, -0.334)  -0.525
C (3.871, -0.937, -0.209)  0.702
C (4.627, -2.116, -0.276)  -0.602
C (6.002, -2.038, -0.290)  -0.727
C (6.632, -0.797, -0.246)  -0.435
C (5.888, 0.376, -0.165)  -0.897
C (4.511, 0.310, -0.154)  -0.037
C (-1.800, -2.389, -0.509)  0.462
C (-2.868, -3.252, -0.450)  -0.661
C (-4.157, -2.760, -0.652)  -0.553
C (-4.329, -1.411, -0.904)  -0.975
C (-3.219, -0.588, -0.926)  -0.028
N (-1.964, -1.051, -0.732)  -0.184
H (1.045, -4.367, -0.237)  0.320
H (-0.430, -4.793, -1.137)  0.439
H (-0.462, -4.716, 0.623)  0.430
H (4.131, -3.075, -0.329)  0.465
H (6.592, -2.943, -0.336)  0.442
H (7.712, -0.744, -0.275)  0.434
H (6.388, 1.332, -0.097)  0.449
H (3.929, 1.220, -0.088)  0.310
H (-2.704, -4.302, -0.248)  0.515
H (-5.008, -3.430, -0.616)  0.497
H (-5.308, -0.988, -1.081)  0.501
H (-3.328, 0.469, -1.114)  0.607

---

No. 2
This record from OMol25 describes a single C24H23F6N3O molecule. The level of theory is wB97M-V/def2-TZVPD.

Properties
F_max	0.0477	hartree/bohr
total charge	0
SMILES string	CN(CC(F)(F)F)c1ccc(C(Oc2ccncc2)c2ccc(N(C)CC(F)(F)F)cc2)cc1

Each line ends with the Mulliken charge.
Geometry (Å):
C (-0.825, -3.090, 4.950)  -1.193
N (-1.850, -3.019, 3.940)  0.279
C (-3.033, -3.829, 4.184)  -1.002
C (-2.791, -5.222, 3.675)  1.006
F (-3.846, -6.064, 3.848)  -0.268
F (-2.491, -5.185, 2.331)  -0.271
F (-1.695, -5.773, 4.304)  -0.275
C (-1.721, -2.207, 2.843)  0.919
C (-2.824, -1.551, 2.241)  -0.803
C (-2.638, -0.711, 1.158)  -1.128
C (-1.372, -0.562, 0.579)  -0.210
C (-1.219, 0.355, -0.636)  1.213
O (-2.023, 1.454, -0.398)  -0.446
C (-2.469, 2.184, -1.498)  0.723
C (-2.919, 1.579, -2.676)  -0.159
C (-3.518, 2.411, -3.631)  -0.425
N (-3.601, 3.736, -3.480)  -0.633
C (-3.136, 4.315, -2.365)  -0.318
C (-2.532, 3.566, -1.343)  -0.416
C (0.185, 0.823, -1.006)  0.053
C (0.449, 1.275, -2.309)  -1.025
C (1.753, 1.516, -2.703)  -0.004
C (2.827, 1.245, -1.830)  -0.567
N (4.155, 1.192, -2.287)  0.295
C (4.447, 0.366, -3.451)  -1.092
C (4.934, 2.438, -2.217)  -0.753
C (5.803, 2.465, -0.995)  0.828
F (6.611, 3.566, -0.953)  -0.280
F (5.042, 2.470, 0.149)  -0.250
F (6.599, 1.349, -0.945)  -0.283
C (2.537, 0.978, -0.478)  -0.352
C (1.216, 0.895, -0.057)  -0.824
C (-0.311, -1.328, 1.084)  -0.863
C (-0.445, -2.046, 2.259)  -0.382
H (-0.355, -2.105, 5.088)  0.411
H (-1.291, -3.390, 5.899)  0.346
H (-0.033, -3.805, 4.682)  0.323
H (-3.176, -3.889, 5.271)  0.376
H (-3.901, -3.421, 3.660)  0.237
H (-3.806, -1.685, 2.688)  0.313
H (-3.501, -0.185, 0.753)  0.392
H (-1.599, -0.241, -1.490)  0.084
H (-2.831, 0.508, -2.850)  0.379
H (-3.918, 1.972, -4.551)  0.342
H (-3.219, 5.397, -2.254)  0.357
H (-2.135, 4.003, -0.440)  0.403
H (-0.369, 1.433, -3.018)  0.392
H (1.981, 1.871, -3.710)  0.494
H (3.530, -0.078, -3.862)  0.424
H (4.940, 0.966, -4.227)  0.346
H (5.126, -0.456, -3.178)  0.276
H (5.589, 2.494, -3.094)  0.407
H (4.243, 3.288, -2.145)  0.359
H (3.363, 0.785, 0.213)  0.465
H (0.994, 0.820, 1.007)  0.703
H (0.645, -1.342, 0.559)  0.686
H (0.423, -2.532, 2.713)  0.388

---

No. 3
This record from OMol25 describes 2 unconnected molecules or ions with the total composition C24H23IN4S. The level of theory is wB97M-V/def2-TZVPD.

Properties
F_max	0.1270	hartree/bohr
total charge	0
SMILES string	C[C@@H](I)Cc1c(-c2ccncc2)c(CCc2ccccc2)cc2nsnc12.CC#N

Each line ends with the Mulliken charge.
Geometry (Å):
C (4.706, 1.589, 0.504)  -0.941
C (3.999, 0.419, -0.378)  -0.382
I (5.238, -1.374, -0.160)  -0.025
C (2.488, 0.204, 0.162)  -0.024
C (1.349, 0.615, -0.886)  -0.232
C (0.038, -0.221, -1.134)  0.155
C (-0.231, -1.588, -0.371)  -0.062
C (0.765, -2.765, -0.214)  -0.256
C (0.345, -4.013, 0.555)  -0.280
N (-0.886, -4.373, 1.183)  -0.529
C (-1.766, -3.260, 1.016)  -0.213
C (-1.573, -1.907, 0.338)  -0.293
C (-1.009, 0.340, -2.208)  0.667
C (-2.374, -0.416, -2.598)  -0.793
C (-3.666, 0.557, -2.431)  -0.844
C (-3.821, 1.104, -0.920)  0.495
C (-4.737, 0.245, 0.025)  -0.425
C (-4.976, 0.600, 1.533)  -0.366
C (-4.251, 1.869, 2.089)  -0.369
C (-3.367, 2.749, 1.147)  -0.499
C (-3.141, 2.388, -0.364)  -0.194
C (-0.754, 1.696, -2.960)  -0.697
C (0.526, 2.580, -2.772)  0.344
N (0.880, 3.817, -3.436)  -0.657
S (2.404, 4.219, -2.772)  0.148
N (2.631, 2.916, -1.663)  -0.298
C (1.529, 1.961, -1.698)  0.088
H (5.835, 1.389, 0.620)  0.344
H (4.596, 2.632, 0.024)  0.225
H (4.282, 1.674, 1.564)  0.299
H (4.046, 0.783, -1.470)  0.543
H (2.335, 0.890, 1.084)  0.313
H (2.411, -0.867, 0.552)  0.291
H (1.812, -2.694, -0.674)  0.333
H (1.164, -4.828, 0.656)  0.301
H (-2.811, -3.429, 1.488)  0.281
H (-2.414, -1.128, 0.348)  0.328
H (-2.299, -0.623, -3.738)  0.361
H (-2.505, -1.437, -2.103)  0.387
H (-4.615, -0.031, -2.696)  0.450
H (-3.582, 1.419, -3.190)  0.360
H (-5.268, -0.689, -0.383)  0.237
H (-5.660, -0.089, 2.130)  0.322
H (-4.409, 2.108, 3.208)  0.303
H (-2.873, 3.675, 1.621)  0.300
H (-2.500, 3.018, -1.083)  0.291
H (-1.550, 2.070, -3.697)  0.201
C (4.054, -2.719, 4.297)  -0.831
C (3.730, -1.488, 3.502)  0.383
N (3.475, -0.517, 2.873)  -0.360
H (4.436, -3.498, 3.635)  0.248
H (4.810, -2.487, 5.049)  0.296
H (3.155, -3.084, 4.796)  0.277

---

No. 4
This record from OMol25 describes a single C24H23N3O3S molecule. The level of theory is wB97M-V/def2-TZVPD.

Properties
F_max	0.0255	hartree/bohr
total charge	0
SMILES string	COc1ccc([C@@H](Nc2ccccn2)c2c(NC(=O)c3ccco3)sc(C)c2C)cc1

Each line ends with the Mulliken charge.
Geometry (Å):
C (-3.869, -3.352, -2.590)  -0.873
O (-3.351, -3.384, -1.281)  -0.472
C (-2.281, -2.600, -0.985)  1.018
C (-1.640, -1.749, -1.880)  -0.737
C (-0.571, -0.979, -1.457)  -0.332
C (-0.121, -1.034, -0.146)  -1.881
C (1.038, -0.165, 0.302)  0.516
N (2.262, -0.768, -0.168)  0.113
C (3.391, -0.963, 0.563)  0.286
C (3.672, -0.265, 1.749)  0.086
C (4.864, -0.522, 2.391)  -0.750
C (5.750, -1.446, 1.848)  -0.363
C (5.388, -2.066, 0.666)  -0.386
N (4.248, -1.843, 0.038)  -0.662
C (0.828, 1.271, -0.157)  0.448
C (-0.363, 1.904, 0.095)  -0.043
N (-1.477, 1.366, 0.712)  0.229
C (-2.656, 2.040, 0.808)  0.492
O (-2.780, 3.204, 0.465)  -0.742
C (-3.747, 1.228, 1.351)  0.149
C (-5.054, 1.556, 1.608)  -0.420
C (-5.668, 0.379, 2.087)  -0.636
C (-4.697, -0.577, 2.086)  -0.381
O (-3.534, -0.080, 1.646)  -0.228
S (-0.410, 3.529, -0.481)  -0.401
C (1.214, 3.365, -1.074)  0.763
C (1.855, 4.527, -1.755)  -1.483
C (1.742, 2.127, -0.839)  -0.736
C (3.128, 1.754, -1.261)  -1.183
C (-0.750, -1.906, 0.739)  0.661
C (-1.815, -2.678, 0.329)  -0.983
H (-4.711, -4.043, -2.590)  0.245
H (-4.222, -2.352, -2.858)  0.340
H (-3.128, -3.687, -3.323)  0.347
H (-1.965, -1.672, -2.905)  0.422
H (-0.089, -0.311, -2.155)  0.482
H (1.063, -0.167, 1.402)  0.532
H (2.197, -1.343, -0.994)  0.323
H (2.984, 0.470, 2.137)  0.370
H (5.109, -0.001, 3.305)  0.399
H (6.691, -1.666, 2.326)  0.370
H (6.040, -2.787, 0.189)  0.409
H (-1.450, 0.386, 0.961)  0.187
H (-5.498, 2.519, 1.467)  0.544
H (-6.688, 0.260, 2.389)  0.463
H (-4.711, -1.613, 2.363)  0.499
H (1.163, 5.365, -1.773)  0.432
H (2.759, 4.837, -1.230)  0.326
H (2.125, 4.279, -2.782)  0.331
H (3.594, 2.584, -1.783)  0.454
H (3.741, 1.502, -0.398)  0.256
H (3.115, 0.892, -1.924)  0.268
H (-0.404, -1.977, 1.761)  0.433
H (-2.311, -3.351, 1.009)  0.498

---

| no. | orbital gap (hartree) |
| --- | --- |
| 1 | 0.172 |
| 2 | 0.313 |
| 3 | 0.255 |
| 4 | 0.296 |